Molecular formula: C4H10N3
Method: DFT, ωB97M-V/def2-TZVPD

Geometry as XYZ:
```
17
Properties=species:S:1:pos:R:3
C 1.136 0.527 0.173
C -0.113 0.812 -0.601
C 0.068 -0.419 0.267
C -1.210 -0.066 2.096
N 2.265 1.015 0.319
N 0.011 -1.706 -0.251
N -0.027 0.611 -2.078
H -0.775 1.615 -0.314
H -2.189 -0.190 1.674
H -0.914 0.930 2.364
H -0.860 -0.850 2.740
H 2.918 0.531 0.928
H 0.622 -2.355 0.235
H -0.927 -2.090 -0.294
H -0.904 0.872 -2.547
H 0.156 -0.396 -2.225
H 0.744 1.159 -2.484
```

Results
**Energy relative to the best compared isomer or geometry (same formula, charge and spin)**: 110.8 kcal/mol
**Net charge**: +1
**Lowest unoccupied orbital energy**: -4.0071 eV
**HOMO-LUMO gap**: 8.45 eV
**Largest force on an atom**: 4.3 eV Å⁻¹
**Spin multiplicity**: 1